Entry from the Open Molecules 2025 dataset: 2 unconnected molecules or ions with the total composition C3H6O2 (ωB97M-V/def2-TZVPD).

Atoms and positions in Å:
1 C 1.17 0.66 -0.82
2 O 0.84 0.59 0.42
3 C -0.06 -0.14 1.05
4 C -0.69 -1.29 0.47
5 O -1.48 -2.00 1.07
6 H 0.73 -0.01 -1.55
7 H -1.12 1.47 -1.04
8 H 1.96 1.36 -1.05
9 H -1.49 1.15 -0.47
10 H -0.14 0.10 2.10
11 H -0.40 -1.53 -0.58

Values from the calculation:
- ΔE to the lowest compared entry with this formula, charge and spin: 480.3 kJ/mol
- Highest occupied orbital energy (alpha / beta): -8.39 / -8.55 eV
- Calculated total energy: -268.22230 Eh
- Gap between HOMO and LUMO (alpha / beta): 7.698 / 8.269 eV

Entry from the Open Molecules 2025 dataset: 2 unconnected molecules or ions with the total composition C3H6O2S (ωB97M-V/def2-TZVPD).

Atoms and positions in Å:
1 C 1.13 0.63 -0.45
2 C 0.85 0.03 0.64
3 C -2.20 -0.93 -0.77
4 O -3.19 0.52 1.31
5 O -2.46 -1.97 -0.25
6 S -2.64 0.68 -0.27
7 H 0.66 1.48 -0.83
8 H 1.93 0.25 -0.99
9 H 1.39 -0.79 1.02
10 H 0.12 0.46 1.24
11 H -1.42 -0.87 -1.51
12 H -4.08 0.96 1.36

Values from the calculation:
- ΔE to the lowest compared entry with this formula, charge and spin: 281.4 kJ/mol
- Highest occupied orbital energy: -9.70 eV
- SMILES: O=CSO.C=C
- Calculated total energy: -666.48686 Eh
- Gap between HOMO and LUMO: 9.760 eV

Entry from the Open Molecules 2025 dataset: C3H6O2S in the gas phase (ωB97M-V/def2-TZVPD).

Atoms and positions in Å:
1 O 0.41 1.71 1.51
2 C 0.79 0.57 1.37
3 O 1.56 -0.21 2.21
4 C 0.53 -0.21 0.08
5 C -0.83 0.13 -0.69
6 S -1.12 -0.93 -2.09
7 H 1.97 0.49 2.76
8 H 0.60 -1.27 0.34
9 H 1.36 0.06 -0.63
10 H -1.72 0.06 -0.05
11 H -0.72 1.09 -1.00
12 H -2.32 -0.53 -2.33

Values from the calculation:
- ΔE to the lowest compared entry with this formula, charge and spin: 54.1 kJ/mol
- Highest occupied orbital energy: -9.21 eV
- SMILES: O=C(O)CCS
- Calculated total energy: -666.57341 Eh
- Gap between HOMO and LUMO: 9.841 eV

Entry from the Open Molecules 2025 dataset: C3H6O2S in the gas phase (ωB97M-V/def2-TZVPD).

Atoms and positions in Å:
1 C 0.65 0.27 -0.44
2 C -0.25 -0.71 0.20
3 C 2.21 0.21 -0.20
4 O -2.88 0.78 0.32
5 O 2.67 -0.59 0.63
6 S -2.21 -0.66 -0.17
7 H 0.64 0.25 -1.52
8 H 0.19 1.28 -0.22
9 H -0.15 -1.77 -0.18
10 H -0.25 -0.66 1.37
11 H 2.87 0.78 -0.81
12 H -3.47 0.81 1.00

Values from the calculation:
- ΔE to the lowest compared entry with this formula, charge and spin: 259.0 kJ/mol
- Highest occupied orbital energy: -8.84 eV
- SMILES: O=CCCSO
- Calculated total energy: -666.49538 Eh
- Gap between HOMO and LUMO: 9.425 eV

Entry from the Open Molecules 2025 dataset: C3H6O2S in the gas phase (ωB97M-V/def2-TZVPD).

Atoms and positions in Å:
1 C 0.04 1.47 0.23
2 C 0.36 0.10 -0.16
3 C -0.55 -1.10 0.01
4 O 0.03 1.03 -1.11
5 O -1.86 -0.76 -0.33
6 S 2.30 -0.35 -0.16
7 H -0.94 1.68 0.65
8 H 0.84 2.15 0.48
9 H -0.56 -1.41 1.06
10 H -0.16 -1.92 -0.60
11 H -1.86 -0.40 -1.22
12 H 2.35 -0.49 1.16

Values from the calculation:
- ΔE to the lowest compared entry with this formula, charge and spin: 221.4 kJ/mol
- Highest occupied orbital energy: -9.52 eV
- SMILES: OC[C@]1(S)CO1
- Calculated total energy: -666.50970 Eh
- Gap between HOMO and LUMO: 10.289 eV

Entry from the Open Molecules 2025 dataset: 2 unconnected molecules or ions with the total composition C3H6O2S (ωB97M-V/def2-TZVPD).

Atoms and positions in Å:
1 C 0.39 -0.12 0.45
2 C -0.43 0.64 -0.22
3 C 1.34 0.21 1.64
4 O -1.91 0.88 -2.37
5 O -0.36 -0.92 -2.43
6 S -1.16 -0.13 -1.63
7 H 0.43 -1.10 -0.01
8 H -0.55 1.69 -0.31
9 H 1.26 1.25 1.94
10 H 0.98 -0.51 2.43
11 H 2.30 -0.18 1.25
12 H -2.29 -1.71 -0.73

Values from the calculation:
- ΔE to the lowest compared entry with this formula, charge and spin: 507.3 kJ/mol
- Highest occupied orbital energy (alpha / beta): -9.73 / -9.74 eV
- Calculated total energy: -666.40083 Eh
- Gap between HOMO and LUMO (alpha / beta): 8.717 / 8.718 eV

Entry from the Open Molecules 2025 dataset: a gas-phase ion, C3H6O2S2 (charge -1) (ωB97M-V/def2-TZVPD).

Atoms and positions in Å:
1 C 0.08 0.42 1.10
2 C -0.94 1.49 1.35
3 O -0.78 2.04 2.58
4 O -1.82 1.85 0.61
5 C 0.70 0.53 -0.33
6 S 1.54 -0.94 -0.89
7 S -0.25 -2.11 -1.52
8 H -0.23 -0.61 1.26
9 H 0.91 0.66 1.76
10 H -1.58 2.56 2.71
11 H 0.04 1.07 -1.01
12 H 1.52 1.21 -0.12
13 H 0.07 -2.32 -2.80

Values from the calculation:
- ΔE to the lowest compared entry with this formula, charge and spin: 1.8 kJ/mol
- Highest occupied orbital energy (alpha / beta): -0.20 / -3.49 eV
- Multiplicity: 2
- Calculated total energy: -1064.76841 Eh
- Net charge: -1
- Gap between HOMO and LUMO (alpha / beta): 3.233 / 6.512 eV

Entry from the Open Molecules 2025 dataset: a gas-phase ion, C3H6O2S2 (charge +1) (ωB97M-V/def2-TZVPD).

Atoms and positions in Å:
1 C -0.83 -0.69 0.64
2 C -1.20 -1.80 -0.36
3 O -2.59 -2.09 -0.39
4 O -0.29 -2.44 -0.84
5 C 0.70 -0.40 0.51
6 S 1.52 0.94 -0.59
7 S 0.49 2.52 0.66
8 H -1.14 -0.90 1.71
9 H -1.25 0.33 0.55
10 H -2.79 -2.82 -1.05
11 H 1.09 -0.08 1.46
12 H 1.28 -1.30 0.26
13 H 1.60 3.04 1.14

Values from the calculation:
- ΔE to the lowest compared entry with this formula, charge and spin: 127.6 kJ/mol
- Highest occupied orbital energy (alpha / beta): -14.75 / -14.75 eV
- Multiplicity: 2
- Calculated total energy: -1064.40574 Eh
- Net charge: +1
- Gap between HOMO and LUMO (alpha / beta): 8.378 / 5.773 eV

Entry from the Open Molecules 2025 dataset: C3H6O3 in the gas phase (ωB97M-V/def2-TZVPD).

Atoms and positions in Å:
1 O -1.34 1.14 0.55
2 C -1.27 -0.25 0.40
3 C 0.13 -0.84 0.35
4 O 0.91 -0.60 -0.85
5 C 1.47 0.59 -0.99
6 O 1.23 1.58 -0.34
7 H -0.51 1.53 0.23
8 H -1.86 -0.60 -0.46
9 H -1.72 -0.71 1.29
10 H 0.06 -1.93 0.38
11 H 0.71 -0.49 1.21
12 H 2.23 0.57 -1.79

Values from the calculation:
- ΔE to the lowest compared entry with this formula, charge and spin: 90.7 kJ/mol
- Highest occupied orbital energy: -10.26 eV
- SMILES: O=COCCO
- Calculated total energy: -343.62000 Eh
- Gap between HOMO and LUMO: 11.078 eV

Entry from the Open Molecules 2025 dataset: 2 unconnected molecules or ions with the total composition C3H6O3 (ωB97M-V/def2-TZVPD).

Atoms and positions in Å:
1 O -1.53 -0.28 -0.88
2 C -0.28 0.19 -1.20
3 C 0.37 1.38 -0.56
4 O 0.37 0.87 0.78
5 C 0.92 0.08 -0.30
6 O -0.61 -1.45 2.05
7 H -1.59 -0.29 0.09
8 H -0.07 0.07 -2.27
9 H 0.81 2.34 -0.81
10 H -0.14 -0.61 2.01
11 H 1.93 -0.31 -0.28
12 H -0.18 -2.00 1.38

Values from the calculation:
- ΔE to the lowest compared entry with this formula, charge and spin: 389.2 kJ/mol
- Highest occupied orbital energy: -9.91 eV
- SMILES: O[C@H]1[C@H]2O[C@@H]12.O
- Calculated total energy: -343.50630 Eh
- Gap between HOMO and LUMO: 10.756 eV

Entry from the Open Molecules 2025 dataset: 2 unconnected molecules or ions with the total composition C3H6O3 (ωB97M-V/def2-TZVPD).

Atoms and positions in Å:
1 C 0.88 2.16 -1.49
2 C 0.98 2.38 -0.19
3 O 1.35 1.46 0.75
4 H 0.71 2.86 -2.27
5 H 1.20 1.20 -1.89
6 H 0.77 3.31 0.30
7 H 1.49 0.61 0.29
8 O -0.13 -2.49 0.65
9 C -1.12 -2.99 1.08
10 O -2.37 -2.56 0.89
11 H -1.14 -3.81 1.82
12 H -2.63 -2.13 0.06

Values from the calculation:
- ΔE to the lowest compared entry with this formula, charge and spin: 164.3 kJ/mol
- Highest occupied orbital energy: -9.06 eV
- SMILES: C=CO.O=CO
- Calculated total energy: -343.59197 Eh
- Gap between HOMO and LUMO: 9.718 eV

Entry from the Open Molecules 2025 dataset: C3H6O3 in the gas phase (ωB97M-V/def2-TZVPD).

Atoms and positions in Å:
1 C -0.06 -0.34 -1.84
2 O -0.73 0.11 -0.67
3 C -0.05 -0.02 0.50
4 O 0.45 -1.29 0.71
5 C -0.44 0.87 1.59
6 O 0.83 1.00 0.88
7 H 0.91 0.16 -1.95
8 H 0.07 -1.43 -1.82
9 H -0.72 -0.07 -2.66
10 H -1.11 1.69 1.40
11 H -0.39 0.50 2.62
12 H 1.25 -1.17 1.24

Values from the calculation:
- ΔE to the lowest compared entry with this formula, charge and spin: 211.2 kJ/mol
- Highest occupied orbital energy: -10.35 eV
- SMILES: CO[C@]1(O)CO1
- Calculated total energy: -343.57412 Eh
- Gap between HOMO and LUMO: 11.249 eV

Entry from the Open Molecules 2025 dataset: C3H6O3 in the gas phase (ωB97M-V/def2-TZVPD).

Atoms and positions in Å:
1 C 1.97 -0.46 -0.02
2 O 0.74 -0.38 0.71
3 C -0.17 0.46 0.18
4 O 0.09 1.48 -0.40
5 C -1.56 -0.12 0.29
6 O -2.40 0.43 -0.68
7 H 1.75 -0.36 -1.09
8 H 2.69 0.30 0.28
9 H 2.35 -1.46 0.19
10 H -1.47 -1.20 0.12
11 H -1.95 0.01 1.32
12 H -2.03 1.30 -0.90

Values from the calculation:
- ΔE to the lowest compared entry with this formula, charge and spin: 95.4 kJ/mol
- Highest occupied orbital energy: -10.58 eV
- SMILES: COC(=O)CO
- Calculated total energy: -343.61822 Eh
- Gap between HOMO and LUMO: 11.381 eV

Entry from the Open Molecules 2025 dataset: C3H6O3 in the gas phase (ωB97M-V/def2-TZVPD).

Atoms and positions in Å:
1 O 1.88 1.38 -0.41
2 C 0.69 1.18 -0.49
3 O 0.07 1.10 -1.70
4 C -0.30 0.45 0.45
5 C 0.15 -1.00 0.40
6 O -0.83 -1.75 1.19
7 H 0.38 1.70 -2.38
8 H -1.41 0.57 0.23
9 H -0.15 0.91 1.48
10 H 0.96 -1.24 1.11
11 H 0.31 -1.27 -0.65
12 H -1.76 -2.03 0.77

Values from the calculation:
- ΔE to the lowest compared entry with this formula, charge and spin: 156.2 kJ/mol
- Highest occupied orbital energy: -10.38 eV
- SMILES: O=C(O)CCO
- Calculated total energy: -343.59505 Eh
- Gap between HOMO and LUMO: 11.019 eV

Entry from the Open Molecules 2025 dataset: 2 unconnected molecules or ions with the total composition C3H6O3S (ωB97M-V/def2-TZVPD).

Atoms and positions in Å:
1 C -1.72 -0.02 0.06
2 C -1.04 1.12 0.32
3 C 2.05 -0.35 -0.02
4 O -1.39 -1.32 0.21
5 O 1.58 -0.04 -1.17
6 O 1.62 -1.24 0.69
7 S 3.68 0.38 0.18
8 H -2.73 0.18 -0.28
9 H -1.28 2.05 -0.08
10 H -0.03 1.09 0.75
11 H 0.69 -0.34 -1.35
12 H -0.51 -1.43 0.63
13 H 3.76 -0.40 1.24

Values from the calculation:
- ΔE to the lowest compared entry with this formula, charge and spin: 81.7 kJ/mol
- Highest occupied orbital energy (alpha / beta): -4.94 / -10.53 eV
- Multiplicity: 3
- Calculated total energy: -741.63228 Eh
- Gap between HOMO and LUMO (alpha / beta): 5.446 / 8.858 eV

Entry from the Open Molecules 2025 dataset: a molecular structure, C3H6O3Y (ωB97M-V/def2-TZVPD).

Atoms and positions in Å:
1 O 2.54 -0.05 -0.29
2 C 3.25 -0.07 0.71
3 H 4.32 0.15 0.64
4 H 2.87 -0.47 1.67
5 O -1.31 -1.11 -1.27
6 C -2.23 -1.06 -0.22
7 C -2.25 0.32 0.46
8 O -0.96 0.81 0.70
9 Y 0.30 0.11 -0.80
10 H -1.96 -1.82 0.56
11 H -3.26 -1.31 -0.55
12 H -2.84 0.25 1.39
13 H -2.81 1.02 -0.21

Values from the calculation:
- ΔE to the lowest compared entry with this formula, charge and spin: 23.4 kJ/mol
- Highest occupied orbital energy: -12.99 eV
- Calculated total energy: -381.72627 Eh
- Net charge: +1
- Gap between HOMO and LUMO: 7.576 eV

Entry from the Open Molecules 2025 dataset: a molecular structure, C3H6O3Yb (ωB97M-V/def2-TZVPD).

Atoms and positions in Å:
1 H 2.88 -1.63 -0.12
2 O 0.81 -2.20 0.23
3 Yb 2.65 1.62 -0.13
4 O 0.50 0.06 0.10
5 C 1.08 -1.10 -0.18
6 O 2.37 -0.79 -0.40
7 C -0.86 0.15 0.60
8 C -1.69 0.88 -0.42
9 H -1.22 -0.87 0.79
10 H -0.78 0.69 1.54
11 H -1.69 0.35 -1.39
12 H -2.72 0.94 -0.05
13 H -1.31 1.90 -0.58

Values from the calculation:
- ΔE to the lowest compared entry with this formula, charge and spin: 92.7 kJ/mol
- Highest occupied orbital energy (alpha / beta): -17.47 / -19.68 eV
- Multiplicity: 3
- Calculated total energy: -1501.52813 Eh
- Net charge: +2
- Gap between HOMO and LUMO (alpha / beta): 7.292 / 6.210 eV

Entry from the Open Molecules 2025 dataset: a molecular structure, C3H6O4Rh (ωB97M-V/def2-TZVPD).

Atoms and positions in Å:
1 O 1.81 -0.22 -1.19
2 O 3.64 -0.78 0.01
3 C 2.66 0.05 -0.28
4 O 2.57 1.13 0.37
5 H -1.48 1.82 0.15
6 Rh 0.93 1.48 -0.66
7 O -0.90 1.17 -0.29
8 H 3.50 -1.63 -0.43
9 C -1.49 -0.09 -0.36
10 C -2.46 -0.46 0.69
11 H -1.72 -0.90 1.43
12 H -3.22 -1.18 0.33
13 H -0.88 -0.79 -0.93
14 H -2.95 0.41 1.15

Values from the calculation:
- Highest occupied orbital energy (alpha / beta): -16.81 / -21.60 eV
- Multiplicity: 6
- Calculated total energy: -528.44367 Eh
- Net charge: +2
- Gap between HOMO and LUMO (alpha / beta): 6.971 / 7.183 eV

Entry from the Open Molecules 2025 dataset: a molecular structure, C3H6O4S2 (ωB97M-V/def2-TZVPD).

Atoms and positions in Å:
1 C -0.52 -2.13 -0.41
2 C 1.27 0.12 -0.22
3 C 0.72 0.88 0.95
4 O 0.26 -0.82 -2.51
5 O -1.84 0.42 1.36
6 O -1.06 0.78 -0.93
7 O -1.30 2.71 0.69
8 S -0.09 -0.72 -1.13
9 S -1.03 1.30 0.57
10 H -1.12 -2.76 -1.04
11 H -0.90 -1.98 0.58
12 H 1.70 0.77 -0.98
13 H 2.00 -0.64 0.07
14 H 0.65 0.27 1.85
15 H 1.26 1.80 1.16

Values from the calculation:
- ΔE to the lowest compared entry with this formula, charge and spin: 129.1 kJ/mol
- Highest occupied orbital energy: -9.80 eV
- Calculated total energy: -1215.12468 Eh
- Gap between HOMO and LUMO: 9.965 eV

Entry from the Open Molecules 2025 dataset: C3H6O4S3 in the gas phase (ωB97M-V/def2-TZVPD).

Atoms and positions in Å:
1 C -0.52 0.26 0.76
2 C -0.78 -1.05 0.20
3 C -1.01 1.44 -0.22
4 O 2.62 1.45 -0.47
5 O 2.67 -0.84 0.26
6 O 0.82 0.51 1.17
7 O 0.94 -0.18 -1.24
8 S -2.19 -1.11 -0.76
9 S 0.09 -2.39 0.51
10 S 1.78 0.35 -0.19
11 H -1.02 0.39 1.73
12 H -2.07 1.52 -0.13
13 H -0.79 1.07 -1.31
14 H -0.66 2.31 0.20
15 H -1.90 -2.32 -1.26
16 H 2.04 -1.43 0.75

Values from the calculation:
- ΔE to the lowest compared entry with this formula, charge and spin: 0.0 kJ/mol
- Highest occupied orbital energy: -9.49 eV
- SMILES: C[C@H](OS(=O)(=O)O)C(=S)S
- Calculated total energy: -1613.36532 Eh
- Gap between HOMO and LUMO: 8.683 eV

Sequential maximum force output: 0.88 2.03 3.28 4.79 2.85 5.19 3.05 4.20 0.40 0.34 1.41 0.31 0.60 3.70 7.84 2.74 5.52 6.69 2.21 4.21 eV/A